{
  "formula": "C45H101N5O8",
  "method": "the ωB97M-V functional and the def2-TZVPD basis",
  "species": ["C", "C", "C", "C", "C", "C", "C", "C", "C", "N", "O", "H", "H", "H", "H", "H", "H", "H", "H", "H", "H", "H", "H", "H", "H", "H", "H", "H", "H", "H", "C", "C", "C", "C", "C", "C", "C", "C", "C", "N", "O", "H", "H", "H", "H", "H", "H", "H", "H", "H", "H", "H", "H", "H", "H", "H", "H", "H", "H", "H", "C", "C", "C", "C", "C", "C", "C", "C", "C", "N", "O", "H", "H", "H", "H", "H", "H", "H", "H", "H", "H", "H", "H", "H", "H", "H", "H", "H", "H", "H", "C", "C", "C", "C", "C", "C", "C", "C", "C", "N", "O", "H", "H", "H", "H", "H", "H", "H", "H", "H", "H", "H", "H", "H", "H", "H", "H", "H", "H", "H", "C", "C", "C", "C", "C", "C", "C", "C", "C", "N", "O", "H", "H", "H", "H", "H", "H", "H", "H", "H", "H", "H", "H", "H", "H", "H", "H", "H", "H", "H", "O", "H", "H", "O", "H", "H", "O", "H", "H"],
  "xyz": [[3.0624, -3.0864, 5.5708], [1.8093, -2.2017, 5.4884], [1.0260, -2.3515, 6.7816], [2.2919, -0.7358, 5.3720], [2.7314, -0.2770, 3.9808], [1.7220, -0.7332, 2.9312], [1.3775, -2.2106, 3.0055], [0.1871, -2.4371, 2.0464], [2.5085, -3.0554, 2.3695], [0.9417, -2.4878, 4.3444], [0.4646, -3.8335, 4.4187], [3.7949, -2.8668, 4.8038], [3.5064, -3.0001, 6.5637], [2.7924, -4.1426, 5.4645], [1.6578, -2.0975, 7.6291], [0.1436, -1.7084, 6.7913], [0.6798, -3.3849, 6.8433], [1.5043, -0.0672, 5.7398], [3.1351, -0.5712, 6.0497], [2.7571, 0.8102, 3.9118], [3.7082, -0.7004, 3.7323], [2.0193, -0.4287, 1.9272], [0.7728, -0.2013, 3.0972], [0.1139, -3.4586, 1.6783], [0.2411, -1.7857, 1.1689], [-0.7413, -2.1660, 2.5602], [2.6584, -2.7648, 1.3311], [2.3882, -4.1344, 2.4287], [3.4354, -2.7709, 2.8743], [-0.4554, -3.7203, 4.6764], [-1.7453, 3.4305, -4.9624], [-2.6907, 2.5959, -4.0831], [-3.2890, 3.4861, -3.0024], [-3.8550, 2.0769, -4.9341], [-3.4564, 0.8802, -5.7855], [-2.9723, -0.2378, -4.8740], [-1.7594, 0.1763, -4.0340], [-1.5982, -0.8764, -2.9441], [-0.4927, 0.1947, -4.9150], [-2.0451, 1.4595, -3.4170], [-1.0871, 1.8302, -2.4529], [-2.2273, 4.3582, -5.2645], [-0.8117, 3.6216, -4.4248], [-1.4654, 2.9330, -5.8939], [-2.6014, 3.6217, -2.1683], [-3.3990, 4.5068, -3.3996], [-4.3049, 3.2909, -2.6643], [-4.7146, 1.8342, -4.3051], [-4.2047, 2.8866, -5.5832], [-4.3148, 0.5382, -6.3715], [-2.7123, 1.1890, -6.5263], [-2.7145, -1.1063, -5.4822], [-3.7989, -0.4945, -4.2056], [-0.7182, -0.6808, -2.3284], [-1.4543, -1.8578, -3.4039], [-2.4920, -0.9155, -2.3234], [0.3580, 0.3153, -4.2287], [-0.4574, 1.0058, -5.6347], [-0.3539, -0.7862, -5.3688], [-0.3074, 2.1469, -2.9362], [1.7518, 0.8844, -1.7497], [2.8683, -0.1177, -1.9956], [3.1585, -0.8524, -0.6772], [2.3839, -1.1281, -3.0310], [3.4635, -2.0899, -3.5448], [4.5922, -1.2404, -4.1076], [5.1309, -0.2283, -3.1022], [6.0009, -0.9672, -2.0374], [6.0980, 0.6794, -3.8390], [4.0207, 0.5454, -2.5763], [4.4728, 1.5868, -1.7142], [0.7828, 0.4039, -1.5944], [1.9320, 1.4826, -0.8520], [1.6655, 1.5737, -2.5955], [2.2434, -0.9387, -0.0874], [3.6099, -1.8255, -0.8319], [3.8222, -0.2696, -0.0304], [1.5982, -1.7365, -2.5630], [1.8881, -0.6508, -3.8815], [3.7845, -2.7550, -2.7422], [2.9804, -2.6965, -4.3119], [4.1417, -0.6940, -4.9482], [5.3982, -1.8222, -4.5577], [6.3387, -0.2139, -1.3272], [6.8711, -1.3473, -2.5754], [5.5058, -1.8097, -1.5727], [5.6218, 1.4165, -4.4962], [6.8483, 0.1259, -4.4010], [6.6658, 1.3324, -3.1626], [4.4133, 2.3664, -2.2740], [2.7576, 5.7673, 3.2079], [1.5039, 5.9850, 2.3666], [0.6622, 7.0559, 3.0582], [1.9021, 6.5642, 1.0068], [2.5183, 5.5102, 0.1052], [1.5066, 4.4075, -0.1000], [1.1051, 3.7402, 1.1974], [-0.0891, 2.8173, 0.9769], [2.2275, 2.8339, 1.7317], [0.7042, 4.8009, 2.1304], [0.2848, 4.2538, 3.3744], [3.4737, 5.0969, 2.7218], [2.5001, 5.3301, 4.1709], [3.3854, 6.6593, 3.2879], [-0.2467, 7.2702, 2.4960], [1.2657, 7.9403, 3.2614], [0.3370, 6.7308, 4.0536], [1.0322, 6.9728, 0.4852], [2.6232, 7.3761, 1.1231], [3.4468, 5.1091, 0.5226], [2.8085, 5.9163, -0.8683], [1.8621, 3.6245, -0.7803], [0.6255, 4.8003, -0.6218], [-0.4463, 2.3495, 1.8923], [-0.9139, 3.3485, 0.4929], [0.2358, 1.9966, 0.3290], [1.8545, 1.8454, 2.0043], [3.0355, 2.6671, 1.0130], [2.6691, 3.2051, 2.6518], [-0.6748, 4.2509, 3.3057], [-4.5948, -2.5112, -0.8930], [-5.1570, -3.0477, 0.4397], [-6.0623, -1.9785, 1.0587], [-6.0336, -4.2738, 0.1408], [-5.2548, -5.5652, -0.0154], [-4.3203, -5.7443, 1.1607], [-3.3116, -4.5940, 1.3123], [-2.6017, -4.8229, 2.6447], [-2.2438, -4.6016, 0.2031], [-4.1026, -3.3887, 1.3749], [-3.4398, -2.2719, 1.9104], [-5.3880, -2.0719, -1.4995], [-3.8399, -1.7331, -0.7327], [-4.0975, -3.2964, -1.4652], [-5.4863, -1.1203, 1.3949], [-6.8333, -1.7078, 0.3404], [-6.5327, -2.4074, 1.9465], [-6.7805, -4.4032, 0.9355], [-6.6613, -4.0622, -0.7307], [-5.8667, -6.4467, -0.2106], [-4.6482, -5.4814, -0.9293], [-3.7388, -6.6665, 1.0337], [-4.8698, -5.8474, 2.0987], [-2.0086, -3.9485, 2.9055], [-1.9364, -5.6825, 2.5585], [-3.2840, -5.0152, 3.4747], [-1.4574, -5.3314, 0.3980], [-1.8046, -3.6024, 0.1327], [-2.6407, -4.8531, -0.7825], [-3.0837, -1.8043, 1.1369], [-1.7503, -0.3447, 0.0631], [-1.5361, -0.2818, 1.0066], [-0.9646, -0.0196, -0.3895], [-3.6731, 1.4240, -0.6039], [-2.9764, 0.8558, -0.2369], [-3.2290, 1.8287, -1.3550], [-1.8584, 0.1713, 2.7453], [-2.7373, 0.5598, 2.6640], [-1.7517, -0.0056, 3.6852]],
  "forces_ev_per_a": [[-0.38, -0.84, 0.18], [1.20, 0.63, -0.21], [-0.41, -0.28, -0.37], [-0.11, 0.58, 0.09], [-0.54, -0.58, -0.41], [-0.50, 0.56, 0.51], [-0.16, -0.50, -2.47], [-0.56, 0.37, 0.38], [0.95, 0.64, 1.01], [-0.63, -0.04, 0.77], [0.32, 0.04, 0.04], [0.16, 0.18, 0.06], [0.16, 0.19, -0.10], [-0.06, 0.09, -0.08], [-0.01, -0.09, 0.09], [0.05, 0.08, -0.06], [0.11, 0.03, 0.35], [-0.11, -0.09, -0.18], [-0.10, -0.24, 0.16], [0.42, 0.02, 0.27], [0.11, 0.23, 0.06], [0.22, -0.31, -0.02], [0.11, 0.05, 0.11], [0.00, -0.07, 0.20], [0.28, -0.04, 0.04], [0.00, -0.14, -0.15], [-0.30, -0.02, -0.09], [-0.24, 0.01, 0.14], [0.18, -0.38, -0.18], [-0.07, -0.08, -0.09], [0.33, -0.36, -0.14], [-0.45, -0.07, -0.05], [0.20, 1.86, -0.08], [-0.06, -0.06, -0.49], [-0.34, 0.13, -0.06], [-0.12, 0.47, -0.37], [0.05, -0.22, -0.67], [0.20, -0.12, -0.09], [0.33, -0.09, 1.10], [-1.00, -0.22, 0.61], [0.10, 0.13, -0.45], [0.13, 0.15, 0.22], [-0.08, 0.36, -0.04], [-0.07, -0.20, 0.11], [-0.13, -0.21, 0.15], [0.13, -0.15, -0.11], [0.18, -0.82, 0.13], [0.18, -0.22, 0.15], [0.13, 0.10, 0.09], [0.01, 0.00, 0.08], [0.16, -0.16, 0.11], [0.05, -0.15, 0.22], [0.06, -0.13, 0.02], [-0.17, -0.06, -0.07], [-0.01, 0.01, -0.03], [0.10, 0.07, 0.07], [-0.15, 0.19, -0.33], [-0.15, -0.11, -0.25], [-0.01, 0.10, -0.30], [0.04, -0.01, 0.08], [0.10, 0.58, 0.27], [-0.11, -0.70, 0.18], [0.05, 0.53, 0.50], [-0.42, -0.95, 0.06], [-0.35, 0.55, 0.17], [-0.77, -0.04, -0.64], [1.02, -0.93, 0.32], [-0.11, 0.53, -0.75], [0.43, 1.46, 0.06], [-0.39, 0.90, -0.72], [0.17, -0.34, 0.19], [0.25, -0.15, -0.16], [0.20, -0.08, -0.15], [0.02, -0.07, -0.02], [-0.11, -0.33, -0.25], [-0.12, -0.16, 0.10], [0.12, 0.05, -0.22], [-0.01, 0.15, 0.08], [0.43, 0.16, 0.11], [0.11, -0.06, -0.05], [0.29, -0.17, -0.08], [0.16, 0.16, 0.07], [0.14, -0.07, 0.32], [-0.02, -0.26, 0.31], [0.09, -0.06, 0.16], [-0.05, 0.04, 0.23], [-0.30, -0.48, -0.21], [-0.18, -0.19, -0.09], [-0.07, -0.36, 0.22], [-0.02, 0.08, 0.04], [0.95, -0.62, -0.32], [0.51, 1.03, -0.12], [-0.37, -0.42, 0.87], [0.44, -0.16, -0.62], [0.21, -0.21, -0.41], [-0.17, -0.40, -0.79], [0.01, -0.46, 0.79], [-0.30, 0.11, -0.51], [0.60, -0.37, 0.43], [-1.12, 0.15, -0.30], [0.34, -0.20, 0.04], [-0.33, -0.27, 0.00], [0.12, 0.22, 0.14], [-0.59, 0.31, 0.43], [0.15, 0.23, -0.16], [-0.07, 0.17, -0.42], [0.06, -0.19, -0.16], [-0.11, 0.01, 0.18], [-0.16, 0.10, 0.31], [-0.06, -0.03, 0.15], [-0.11, 0.19, 0.08], [0.24, 0.08, 0.16], [-0.09, 0.19, 0.30], [0.09, 0.11, 0.12], [-0.02, -0.09, 0.01], [-0.16, 0.15, -0.07], [-0.15, 0.04, -0.14], [-0.04, 0.13, -0.04], [0.07, 0.18, -0.03], [-0.02, 0.06, 0.03], [0.35, 0.12, -0.02], [-0.11, 0.29, -0.75], [0.21, -0.45, 0.40], [-0.77, -0.33, 0.36], [0.59, 0.34, -0.78], [0.45, -0.56, -0.25], [-0.10, -0.59, 0.05], [0.25, 0.26, 0.29], [-0.07, 0.16, -0.32], [-1.01, -0.27, 1.34], [0.15, 0.03, -0.70], [0.02, -0.03, -0.03], [-0.17, 0.04, 0.05], [-0.13, -0.04, -0.04], [-0.12, 0.20, -0.29], [0.00, 0.21, 0.02], [-0.07, 0.06, -0.01], [0.31, 0.05, 0.23], [0.29, 0.05, -0.17], [-0.29, 0.11, 0.33], [0.01, -0.04, 0.10], [-0.06, 0.04, 0.04], [-0.11, 0.11, -0.04], [0.10, -0.07, -0.03], [0.02, 0.00, 0.00], [-0.21, 0.09, -0.15], [0.06, 0.08, 0.14], [0.17, -0.11, -0.01], [-0.14, 0.11, 0.06], [0.31, 0.10, 0.12], [0.29, -0.28, 0.24], [0.11, 0.03, 0.26], [-0.08, 0.06, -0.15], [-0.15, 0.19, 0.20], [-0.14, -0.10, -0.12], [-0.09, -0.04, -0.13], [-0.13, 0.31, 0.12], [-0.05, 0.00, -0.02], [0.10, -0.19, -0.02]],
  "e_lumo_ev": 0.41,
  "smiles": "CC1(C)CCCC(C)(C)N1O.CC1(C)CCCC(C)(C)N1O.CC1(C)CCCC(C)(C)N1O.CC1(C)CCCC(C)(C)N1O.CC1(C)CCCC(C)(C)N1O.O.O.O",
  "homo_lumo_gap_ev": 8.22
}